[1]
2 unconnected molecules or ions with the total composition C5H8NO3S in a non-equilibrium geometry. Source: OMol25; level of theory: wB97M-V/def2-TZVPD.

Calculated values
- Total energy: -23782.490 eV
- Spin multiplicity: 1
- Frontier orbital gap: 0.3275 Ha
- Total charge: -1
- Relative energy (zero: lowest compared OMol25 entry of this formula, charge and spin): 44.1 kJ/mol

Element x y z (Å)
C 1.1001 -0.2880 -2.8191
C -1.1869 -1.2291 -1.0966
C 1.1369 1.3545 -1.0396
C 0.2577 -0.8620 -0.5632
C 0.8908 0.1137 -1.4806
N 1.2528 -0.4403 -3.9809
O 0.3868 1.1001 2.1265
O 0.0714 -0.3693 4.0488
O -1.8642 0.5120 2.8583
S -0.4496 0.6598 3.1917
H -1.0165 -1.5656 -2.1299
H -1.5891 -2.1448 -0.6150
H -1.8960 -0.3848 -0.8267
H 0.7046 1.6884 -0.0849
H -0.2520 1.9044 4.1182
H 1.4817 2.1596 -1.8029
H 0.0111 -0.3923 0.4450
H 0.9606 -1.8161 -0.3492

[2]
2 unconnected molecules or ions with the total composition C5H8NOS2 in a non-equilibrium geometry. Source: OMol25; level of theory: wB97M-V/def2-TZVPD.

Calculated values
- Total energy: -30512.806 eV
- Spin multiplicity: 1
- Frontier orbital gap (alpha / beta): 0.2624 / 0.2623 Ha
- Total charge: +1
- Relative energy (zero: lowest compared OMol25 entry of this formula, charge and spin): 240.5 kJ/mol

Element x y z (Å)
C 2.4082 -0.0133 0.8746
C 1.0701 0.1807 0.6724
C 2.7580 -1.3299 0.8443
C 0.4319 -0.9699 0.3125
C -0.9514 -1.2018 -0.0065
N -1.8932 -0.1623 0.1936
O -0.2605 0.5280 -2.4694
S 1.5174 -2.3613 0.3410
S -1.3606 -0.6056 -2.6576
H 3.0769 0.7620 1.1377
H 0.4287 1.1048 0.8874
H 3.6654 -1.7556 0.9348
H -1.4901 -2.1519 -0.2142
H -2.7093 -0.3854 0.7677
H -2.0374 -0.3381 -1.7785
H -1.5269 0.7731 0.3796
H 0.0522 0.8278 -3.4016

[3]
C5H8NPS in the gas phase in a non-equilibrium geometry. Source: OMol25; level of theory: wB97M-V/def2-TZVPD.

Calculated values
- Total energy: -26925.315 eV
- Spin multiplicity: 1
- Frontier orbital gap: 0.2671 Ha
- Relative energy (zero: lowest compared OMol25 entry of this formula, charge and spin): 258.4 kJ/mol
- SMILES: CC(=[PH3])c1nccs1

Element x y z (Å)
C -1.6533 1.2647 -0.1311
C -0.8944 0.1180 0.3852
P -1.5308 -1.4875 0.0138
C 0.5040 0.1275 0.2439
N 1.1875 1.2231 0.2817
C 2.5079 0.9342 0.2107
C 2.8120 -0.4228 0.1354
S 1.3859 -1.4126 -0.0026
H -2.6363 1.2860 0.0960
H -1.2888 2.1246 0.2167
H -1.7029 1.4464 -1.1680
H -1.3465 -2.3102 -1.1109
H -2.9115 -1.2607 -0.2835
H -1.5557 -2.5360 0.9300
H 3.2880 1.7635 0.2330
H 3.8348 -0.8582 -0.0504

[4]
C5H8O in the gas phase in a non-equilibrium geometry. Source: OMol25; level of theory: wB97M-V/def2-TZVPD.

Calculated values
- Total energy: -7357.734 eV
- Spin multiplicity: 1
- Frontier orbital gap: 0.3522 Ha
- Relative energy (zero: lowest compared OMol25 entry of this formula, charge and spin): 436.2 kJ/mol

Element x y z (Å)
O -0.3791 1.9569 -0.2793
C -0.1545 0.6035 -0.0905
C 1.2656 0.2010 0.0769
C 0.1835 -1.2238 0.1690
C -0.6396 -0.2994 1.0751
C -0.4631 -0.5703 -1.0586
H -1.3276 2.0904 -0.3556
H 1.7788 0.4834 1.0053
H 1.9250 0.2510 -0.7993
H 1.2377 -1.4515 0.2868
H -1.7203 -0.4989 1.0918
H -0.2569 -0.1175 2.0801
H 0.0809 -0.6343 -2.0017
H -1.5306 -0.7905 -1.2000

[5]
C5H8O in the gas phase in a non-equilibrium geometry. Source: OMol25; level of theory: wB97M-V/def2-TZVPD.

Calculated values
- Total energy: -7356.839 eV
- Spin multiplicity: 1
- Frontier orbital gap: 0.3740 Ha
- Relative energy (zero: lowest compared OMol25 entry of this formula, charge and spin): 522.6 kJ/mol
- SMILES: C1OC[C@@H]2C[C@@H]12

Element x y z (Å)
C -0.6308 1.2113 -0.0521
O -1.4583 -0.0534 -0.1469
C -0.6934 -1.1006 0.1576
C 0.5362 -0.5667 -0.4226
C 1.8511 -0.0615 -0.0813
C 0.5937 0.6591 0.4746
H -0.6475 1.6706 -1.0654
H -1.1207 1.8968 0.5395
H -1.2713 -2.1774 -0.1085
H -0.6088 -1.3147 1.2914
H 0.3286 -0.3886 -1.4489
H 2.2302 -0.5710 0.9331
H 2.5403 0.2008 -0.8313
H 0.2743 0.2613 1.4080

[6]
C5H8O in the gas phase. Source: OMol25; level of theory: wB97M-V/def2-TZVPD.

Calculated values
- Total energy: -7357.052 eV
- Spin multiplicity: 1
- Frontier orbital gap (alpha / beta): 0.2704 / 0.2703 Ha
- Relative energy (zero: lowest compared OMol25 entry of this formula, charge and spin): 502.1 kJ/mol

Element x y z (Å)
C 0.0720 -0.3461 -1.6280
C 0.1220 0.6062 -0.4825
O -1.4737 -0.2466 0.5097
C 1.1977 0.5377 0.4792
C 0.6568 -0.3509 1.6694
C -0.6257 -0.6487 1.6280
H 0.3806 -1.3425 -1.2988
H -0.9168 -0.4068 -2.0847
H 0.7926 -0.0033 -2.3843
H -0.4653 1.5174 -0.5681
H -2.1299 0.3887 0.8452
H 2.0793 0.0316 0.0723
H 1.4846 1.5098 0.8880
H -1.1740 -1.2463 2.3545

[7]
C5H8O in the gas phase in a non-equilibrium geometry. Source: OMol25; level of theory: wB97M-V/def2-TZVPD.

Calculated values
- Total energy: -7359.038 eV
- Spin multiplicity: 1
- Frontier orbital gap: 0.3536 Ha
- Relative energy (zero: lowest compared OMol25 entry of this formula, charge and spin): 310.4 kJ/mol
- SMILES: CC(C)=C=CO

Element x y z (Å)
C -0.8855 1.0803 -0.7068
C 0.2660 0.1565 -0.4566
C 0.2595 -1.1993 -1.0871
C 1.2244 0.4964 0.4022
C 1.0942 0.1972 1.6739
O -0.1021 -0.4760 2.0115
H -0.9133 1.8846 0.0374
H -0.7728 1.5279 -1.6948
H -1.8376 0.5335 -0.6890
H 0.9512 -1.8705 -0.5700
H 0.5636 -1.1015 -2.1308
H -0.7457 -1.6374 -1.0616
H 1.7410 0.3240 2.5304
H -0.8429 0.0845 1.7411

[8]
C5H8O in the gas phase in a non-equilibrium geometry. Source: OMol25; level of theory: wB97M-V/def2-TZVPD.

Calculated values
- Total energy: -7357.662 eV
- Spin multiplicity: 1
- Frontier orbital gap: 0.3264 Ha
- Relative energy (zero: lowest compared OMol25 entry of this formula, charge and spin): 443.2 kJ/mol

Element x y z (Å)
C 1.3980 0.1743 -0.3125
C 0.6692 0.8901 0.7680
C -0.7473 1.0251 0.3573
C -1.3023 -0.1861 -0.3454
O -0.5287 -1.3413 -0.3169
C 0.7272 -1.0911 0.1696
H 1.1533 0.3605 -1.3600
H 2.4793 0.1273 -0.1680
H 0.6606 -0.8861 1.2999
H -0.8054 1.8829 -0.3324
H -1.3854 1.2691 1.2076
H -1.4938 0.0369 -1.3953
H -2.2634 -0.4860 0.0761
H 1.3672 -1.9660 0.0984

[9]
A molecular structure, C5H8O. Source: OMol25; level of theory: wB97M-V/def2-TZVPD.

Calculated values
- Total energy: -7356.999 eV
- Spin multiplicity: 1
- Frontier orbital gap: 0.3190 Ha
- Relative energy (zero: lowest compared OMol25 entry of this formula, charge and spin): 507.1 kJ/mol

Element x y z (Å)
C 1.6815 -0.5025 -0.6662
C 0.3916 -1.2515 -0.9634
C 0.4240 -0.1191 0.0037
C -0.3107 1.0643 0.1748
C -1.6476 0.8531 0.7623
O -0.9025 0.6193 1.9424
H 2.0742 0.1355 -1.4572
H 2.4473 -1.0181 -0.0896
H 0.2899 -2.2627 -0.5750
H -0.0573 -1.1030 -1.9443
H -0.0470 -0.1826 1.3046
H 0.1477 2.0449 0.2821
H -2.2892 1.7325 0.8511
H -2.2018 -0.0101 0.3745

[10]
C5H8O in the gas phase. Source: OMol25; level of theory: wB97M-V/def2-TZVPD.

Calculated values
- Total energy: -7361.439 eV
- Spin multiplicity: 1
- Frontier orbital gap: 0.3802 Ha
- Relative energy (zero: lowest compared OMol25 entry of this formula, charge and spin): 78.8 kJ/mol
- SMILES: C[C@H]1CCC1=O

Element x y z (Å)
C 1.7785 -0.4802 0.1932
C 0.4982 0.2988 -0.0379
C -0.6411 -0.2945 -0.9057
C -1.6878 0.4024 -0.0053
C -0.5761 0.4722 1.0451
O -0.5625 0.4803 2.2467
H 2.3622 -0.0569 1.0164
H 1.5673 -1.5296 0.4258
H 2.3993 -0.4546 -0.7101
H 0.7262 1.3103 -0.4043
H -0.6422 -0.0527 -1.9698
H -0.6838 -1.3818 -0.7775
H -1.9287 1.4070 -0.3725
H -2.6096 -0.1207 0.2561

[11]
C5H8O in the gas phase. Source: OMol25; level of theory: wB97M-V/def2-TZVPD.

Calculated values
- Total energy: -7361.861 eV
- Spin multiplicity: 1
- Frontier orbital gap: 0.3826 Ha
- Relative energy (zero: lowest compared OMol25 entry of this formula, charge and spin): 38.1 kJ/mol
- SMILES: O=C1CCCC1

Element x y z (Å)
O -0.2798 2.0077 1.2844
C -0.2474 1.2218 0.3684
C -1.3188 0.1856 0.0212
C -0.4599 -1.0780 -0.2597
C 0.9392 -0.6266 0.2002
C 0.9983 0.7961 -0.3845
H -2.0079 0.0619 0.8582
H -1.8878 0.5218 -0.8538
H -0.8281 -1.9710 0.2527
H -0.4323 -1.3139 -1.3299
H 1.7750 -1.2872 -0.0272
H 0.9201 -0.4973 1.2922
H 1.8815 1.3862 -0.1457
H 0.8365 0.7668 -1.4734

[12]
C5H8O in the gas phase in a non-equilibrium geometry. Source: OMol25; level of theory: wB97M-V/def2-TZVPD.

Calculated values
- Total energy: -7359.099 eV
- Spin multiplicity: 1
- Frontier orbital gap: 0.3817 Ha
- Relative energy (zero: lowest compared OMol25 entry of this formula, charge and spin): 304.6 kJ/mol
- SMILES: C=C[C@@H](C)C=O

Element x y z (Å)
C -1.5301 -1.1780 0.0545
C -0.1665 -1.1350 -0.1223
C 0.5670 0.2307 -0.3595
C -0.4451 1.3485 -0.0208
C 1.8589 0.0075 0.3314
O 2.8014 -0.6537 -0.1995
H -2.3062 -0.1588 -0.0930
H -2.0525 -2.1015 0.2579
H 0.6098 -2.0930 -0.0353
H 0.9600 0.3946 -1.3807
H -1.3984 1.1534 -0.6690
H -0.1653 2.4457 -0.3101
H -0.6423 1.3338 1.0861
H 1.9094 0.4058 1.4603

[13]
C5H8O in the gas phase. Source: OMol25; level of theory: wB97M-V/def2-TZVPD.

Calculated values
- Total energy: -7360.231 eV
- Spin multiplicity: 1
- Frontier orbital gap: 0.4086 Ha
- Relative energy (zero: lowest compared OMol25 entry of this formula, charge and spin): 195.3 kJ/mol
- SMILES: C1CC2(C1)CO2

Element x y z (Å)
C 1.4798 0.5462 0.2097
C 0.6331 -0.5827 0.8594
C -0.4674 -0.2867 -0.1578
C 0.3190 0.8695 -0.7691
C -1.9075 -0.5118 -0.1082
O -1.0625 -1.3000 -0.9403
H 2.3852 0.1923 -0.2900
H 1.7509 1.3640 0.8819
H 1.0451 -1.5911 0.7629
H 0.3571 -0.4112 1.9051
H 0.5407 0.7337 -1.8317
H -0.1430 1.8508 -0.6198
H -2.3518 -1.0367 0.7367
H -2.5788 0.1637 -0.6389

[14]
C5H8O in the gas phase in a non-equilibrium geometry. Source: OMol25; level of theory: wB97M-V/def2-TZVPD.

Calculated values
- Total energy: -7358.259 eV
- Spin multiplicity: 1
- Frontier orbital gap: 0.3722 Ha
- Relative energy (zero: lowest compared OMol25 entry of this formula, charge and spin): 385.5 kJ/mol
- SMILES: C1CC1[C@H]1CO1

Element x y z (Å)
C 1.2074 1.4239 -0.1834
C 0.9252 0.5142 -1.3354
C 0.5394 0.0773 0.0508
C -0.9010 -0.0575 0.4538
C -1.4536 -1.4387 0.9310
O -1.0972 -0.4060 1.7976
H 0.6127 2.3261 -0.0787
H 2.2445 1.5370 0.1320
H 1.7564 0.0087 -1.8179
H 0.1134 0.7950 -1.9997
H 1.1847 -0.6573 0.5390
H -1.7740 -0.1833 -0.1923
H -2.5340 -1.6599 1.0117
H -0.8239 -2.2796 0.6914

[15]
A molecular structure, C5H8O. Source: OMol25; level of theory: wB97M-V/def2-TZVPD.

Calculated values
- Total energy: -7357.299 eV
- Spin multiplicity: 1
- Frontier orbital gap: 0.3353 Ha
- Relative energy (zero: lowest compared OMol25 entry of this formula, charge and spin): 478.2 kJ/mol

Element x y z (Å)
O 0.3563 -1.7141 1.7672
C -0.4696 -1.3012 0.9486
C -0.8723 0.4500 1.0181
C -0.0604 0.2842 -0.1019
C 0.1371 0.6299 -1.5253
C 1.3097 0.5459 -0.5500
H -1.5090 -1.6330 0.7954
H -1.9276 0.6775 0.8828
H -0.4245 0.7423 1.9624
H -0.1476 -1.3099 -0.2207
H 0.0601 -0.1469 -2.2807
H -0.2149 1.6092 -1.8444
H 1.9871 -0.2984 -0.6491
H 1.7755 1.4645 -0.2026

[16]
C5H8O in the gas phase in a non-equilibrium geometry. Source: OMol25; level of theory: wB97M-V/def2-TZVPD.

Calculated values
- Total energy: -7359.362 eV
- Spin multiplicity: 1
- Frontier orbital gap: 0.3890 Ha
- Relative energy (zero: lowest compared OMol25 entry of this formula, charge and spin): 279.1 kJ/mol
- SMILES: O[C@H]1C[C@H]2C[C@H]21

Element x y z (Å)
O -0.5780 1.7341 -0.3434
C -0.8114 0.6338 0.5306
C -1.1170 -0.7058 -0.2116
C 0.3611 -1.1390 -0.0504
C 1.1662 -0.0555 -0.6554
C 0.5583 0.0565 0.8318
H 0.2926 2.0440 -0.0387
H -1.5248 0.9788 1.2970
H -1.4888 -0.5367 -1.2232
H -1.7783 -1.3877 0.3359
H 0.7269 -2.1540 0.0234
H 0.7734 0.3244 -1.6197
H 2.2402 0.0295 -0.6151
H 1.1526 0.2043 1.7478

[17]
C5H8O in the gas phase. Source: OMol25; level of theory: wB97M-V/def2-TZVPD.

Calculated values
- Total energy: -7356.987 eV
- Spin multiplicity: 1
- Frontier orbital gap: 0.3079 Ha
- Relative energy (zero: lowest compared OMol25 entry of this formula, charge and spin): 508.3 kJ/mol

Element x y z (Å)
O 0.4168 0.7000 1.4683
C 0.3031 0.0825 0.2240
C 0.7309 0.8865 -0.9599
C -0.7477 1.1055 -0.9732
C -1.1470 -0.6885 0.1109
C 0.1536 -1.4045 0.2616
H 1.3459 0.6367 1.7279
H 1.3896 1.6965 -0.6379
H 1.1520 0.3263 -1.7995
H -0.9550 1.8570 -0.1922
H -1.7125 -0.5096 1.0203
H -1.7377 -0.8951 -0.7663
H 0.3778 -1.8458 1.2282
H 0.5117 -1.9658 -0.5975